{
  "formula": "C42H33BrF3O2OsP",
  "method": "ωB97M-V/def2-TZVPD",
  "e_homo_ev": [-7.2, -7.8],
  "spin_multiplicity": 5,
  "s2": 6.084,
  "relative_energy_ev": 0.644,
  "total_energy_ha": -5076.262363,
  "charge": 0,
  "species": ["Os", "Br", "C", "C", "C", "C", "C", "C", "C", "C", "C", "C", "H", "H", "H", "H", "H", "H", "O", "C", "C", "C", "C", "C", "C", "C", "P", "C", "C", "C", "C", "C", "C", "C", "C", "C", "C", "C", "C", "H", "H", "H", "H", "H", "H", "H", "H", "H", "H", "H", "H", "H", "H", "F", "C", "F", "F", "C", "C", "C", "C", "C", "C", "C", "C", "H", "H", "H", "H", "C", "C", "C", "C", "O", "H", "H", "H", "H", "H", "H", "H", "H", "H"],
  "xyz": [[0.26078, -0.90757, -0.12474], [3.00407, -2.19012, -0.54686], [2.43372, -2.46150, -2.34668], [3.06052, -3.45498, -3.04638], [2.78668, -3.61831, -4.41443], [1.95118, -2.74021, -5.04190], [1.32254, -1.70009, -4.32781], [0.53705, -0.73603, -5.01607], [-0.00029, 0.30905, -4.34135], [0.11732, 0.39046, -2.92631], [0.75601, -0.58392, -2.17798], [1.48895, -1.57666, -2.92430], [3.78021, -4.09143, -2.55360], [3.26831, -4.41501, -4.96292], [1.76676, -2.82126, -6.10504], [0.40749, -0.83547, -6.08578], [-0.55657, 1.07724, -4.86333], [-0.46949, 1.49558, -1.15633], [-0.65574, -3.28629, -1.36558], [-0.14769, -2.90026, -0.32887], [0.21617, -3.92319, 0.73354], [0.07766, -5.28122, 0.46307], [0.40931, -6.20408, 1.43853], [0.86417, -5.77917, 2.68466], [0.98972, -4.43004, 2.96066], [0.68023, -3.49707, 1.97660], [0.57887, -1.70293, 2.14372], [-0.76161, -1.58913, 3.35339], [-2.06929, -1.71056, 2.89631], [-3.12195, -1.69618, 3.79250], [-2.87615, -1.55114, 5.15104], [-1.57341, -1.43914, 5.61119], [-0.51421, -1.46584, 4.71469], [2.11490, -1.15008, 2.92628], [2.23063, 0.13200, 3.45807], [3.43643, 0.56503, 3.97828], [4.54710, -0.26487, 3.95312], [4.44810, -1.53184, 3.40047], [3.23732, -1.97458, 2.89017], [-0.28474, -5.58437, -0.50937], [0.31226, -7.26197, 1.23621], [1.11274, -6.50849, 3.44428], [1.32662, -4.10539, 3.93712], [-2.26244, -1.80720, 1.83220], [-4.13779, -1.78651, 3.43200], [-3.70171, -1.52811, 5.84986], [-1.37833, -1.32810, 6.66861], [0.49789, -1.37229, 5.08210], [1.37934, 0.79194, 3.44327], [3.51139, 1.55958, 4.39563], [5.48971, 0.07683, 4.35727], [5.31010, -2.18267, 3.36509], [3.17124, -2.96637, 2.45997], [-3.76693, 8.00427, -4.36201], [-2.82220, 7.42780, -5.13817], [-1.86989, 8.35288, -5.34617], [-3.41117, 7.19595, -6.33257], [-2.28717, 6.17243, -4.52428], [-0.94138, 6.04893, -4.18926], [-0.47199, 4.88974, -3.61891], [-1.35317, 3.80142, -3.36420], [-2.72839, 3.95220, -3.72004], [-3.17467, 5.11733, -4.28663], [-0.90398, 2.64397, -2.79773], [-0.46363, 1.55369, -2.24379], [-0.26275, 6.86894, -4.37573], [0.57081, 4.78978, -3.35511], [-3.40749, 3.13322, -3.52980], [-4.21844, 5.22211, -4.54956], [-1.33426, 1.77560, 3.01912], [-0.97192, 1.68399, 1.53411], [-0.13928, 2.91383, 1.16052], [-2.28236, 1.60737, 0.74597], [-0.18602, 0.51341, 1.32221], [-1.80654, 2.73936, 3.21892], [-0.45524, 1.70346, 3.65487], [-2.03270, 0.99373, 3.31367], [0.72707, 2.99105, 1.81746], [-0.72744, 3.82695, 1.26464], [0.22691, 2.86176, 0.13752], [-2.98815, 2.34821, 1.12342], [-2.72752, 0.61999, 0.87768], [-2.16218, 1.79053, -0.32044]]
}

{
  "formula": "C42H33Cl5GeLiN3O2",
  "method": "ωB97M-V/def2-TZVPD",
  "e_homo_ev": [-4.6, -5.2],
  "spin_multiplicity": 2,
  "s2": 0.753,
  "relative_energy_ev": 1.321,
  "total_energy_ha": -6320.554408,
  "charge": -1,
  "species": ["Li", "Cl", "C", "C", "C", "Cl", "C", "Cl", "C", "Cl", "C", "Cl", "N", "C", "C", "C", "N", "H", "H", "H", "H", "C", "C", "C", "C", "C", "C", "Ge", "C", "C", "C", "C", "C", "C", "C", "C", "C", "C", "C", "C", "H", "H", "H", "H", "H", "H", "H", "H", "H", "H", "H", "H", "H", "H", "H", "C", "C", "C", "C", "C", "C", "N", "C", "C", "C", "C", "C", "C", "C", "O", "O", "C", "C", "H", "H", "H", "H", "H", "H", "H", "H", "H", "H", "H", "H", "H", "H"],
  "xyz": [[-0.38436, -0.22934, 0.69860], [-0.84728, -2.50233, 2.41333], [0.44282, -1.55705, 3.05461], [0.83252, -0.45649, 2.29953], [1.84458, 0.30214, 2.87579], [2.35267, 1.72471, 2.03534], [2.44935, -0.00595, 4.09083], [3.71178, 0.97162, 4.74821], [2.02674, -1.13122, 4.78870], [2.76500, -1.54747, 6.28615], [1.00535, -1.92073, 4.27038], [0.46136, -3.29968, 5.15685], [1.52366, -2.52840, -0.18368], [2.25199, -3.65386, -0.27112], [1.43951, -4.60035, -0.85109], [0.22770, -3.93463, -1.07776], [0.29750, -2.68458, -0.66531], [1.78031, -1.63471, 0.20896], [3.26751, -3.70495, 0.06584], [1.67668, -5.62160, -1.07018], [-0.67206, -4.32518, -1.51049], [-4.54051, -2.23468, -2.44700], [-3.78327, -2.20147, -1.28761], [-2.55904, -1.55717, -1.27919], [-2.06461, -0.93797, -2.41475], [-2.83378, -0.97119, -3.57093], [-4.06026, -1.61624, -3.58965], [-0.21092, -0.11308, -2.44155], [0.86339, -1.58988, -3.36741], [2.24854, -1.58819, -3.32110], [2.98532, -2.60898, -3.89507], [2.33319, -3.65198, -4.53113], [0.94935, -3.65983, -4.59216], [0.22422, -2.63596, -4.01084], [-0.39663, 1.16461, -3.99717], [0.59082, 1.32845, -4.95942], [0.44294, 2.23780, -5.99197], [-0.70613, 3.00522, -6.08342], [-1.70466, 2.85073, -5.13481], [-1.53347, 1.95827, -4.09261], [-5.49451, -2.74801, -2.46745], [-4.13573, -2.68868, -0.38827], [-1.97088, -1.55123, -0.37258], [-2.47044, -0.49105, -4.47229], [-4.63854, -1.64601, -4.50553], [2.75502, -0.76475, -2.82968], [4.06741, -2.58878, -3.84489], [2.90187, -4.45173, -4.98588], [0.42896, -4.46691, -5.09333], [-0.85526, -2.65108, -4.05857], [1.48548, 0.72316, -4.91116], [1.22555, 2.34141, -6.73303], [-0.83062, 3.72015, -6.88707], [-2.61884, 3.42609, -5.20969], [-2.29950, 1.86658, -3.33128], [-5.45063, 5.90537, -4.22698], [-3.95337, 5.88351, -4.13679], [-3.19487, 6.56433, -5.07827], [-1.81273, 6.51564, -5.03466], [-1.18376, 5.82166, -4.02428], [-1.92828, 5.17579, -3.03870], [-1.23987, 4.52980, -2.02145], [-1.57073, 4.57642, -0.69473], [-2.21800, 5.69277, -0.15753], [-2.46383, 5.77378, 1.19553], [-2.08085, 4.74777, 2.04537], [-1.47516, 3.62041, 1.52159], [-1.22281, 3.51985, 0.16320], [-0.67079, 2.24758, -0.40903], [0.13601, 2.30958, -1.35291], [-1.10941, 1.17997, 0.08043], [-3.32959, 5.16275, -3.11847], [-4.16059, 4.34281, -2.17605], [-5.77917, 6.63283, -4.96651], [-5.88425, 6.16077, -3.25994], [-5.83775, 4.92664, -4.51985], [-3.69307, 7.12373, -5.85685], [-1.22864, 7.03031, -5.78294], [-0.10690, 5.77343, -3.96966], [-0.52679, 3.84287, -2.25629], [-2.49352, 6.49903, -0.82066], [-2.94132, 6.65736, 1.59319], [-2.25488, 4.82852, 3.10744], [-1.18955, 2.79476, 2.15843], [-4.62879, 4.97082, -1.41632], [-3.55585, 3.59834, -1.66617], [-4.95118, 3.82949, -2.72175]]
}

{
  "formula": "C42H33HgNO2P2S2",
  "method": "ωB97M-V/def2-TZVPD",
  "e_homo_ev": [-3.0, -4.6],
  "spin_multiplicity": 2,
  "s2": 0.761,
  "relative_energy_ev": 0.057,
  "total_energy_ha": -3458.010944,
  "charge": -1,
  "species": ["Hg", "O", "S", "C", "C", "C", "C", "C", "C", "P", "C", "C", "C", "C", "C", "C", "C", "C", "C", "C", "C", "C", "C", "C", "C", "C", "C", "C", "P", "C", "C", "C", "C", "C", "C", "C", "C", "C", "C", "C", "C", "H", "H", "H", "H", "H", "H", "H", "H", "H", "H", "H", "H", "H", "H", "H", "H", "H", "H", "H", "H", "H", "H", "H", "H", "H", "H", "H", "H", "S", "C", "O", "N", "C", "C", "C", "C", "C", "H", "H", "H", "H", "H"],
  "xyz": [[1.09752, 2.23371, 0.35833], [-2.15492, -0.30129, -0.79092], [-0.92146, -0.68129, -0.01967], [-0.39567, -2.05990, -2.35403], [-0.41793, -3.38305, -2.83342], [-0.77705, -3.68321, -4.13058], [-1.12173, -2.66692, -5.01350], [-1.06853, -1.35462, -4.57442], [-0.70560, -1.02498, -3.27173], [-0.45224, 0.73590, -2.80484], [0.61853, 1.29539, -4.20312], [0.16999, 1.69295, -5.46208], [1.06601, 2.08679, -6.44396], [2.43094, 2.09181, -6.18225], [2.89059, 1.70904, -4.93104], [1.98845, 1.32002, -3.95064], [-2.03270, 1.54000, -3.25914], [-3.23475, 0.85438, -3.38867], [-4.41210, 1.53675, -3.66458], [-4.40577, 2.91599, -3.80852], [-3.21225, 3.61310, -3.66519], [-2.04029, 2.92939, -3.38751], [-1.54347, -1.79992, 1.25891], [-2.54636, -2.68548, 0.89944], [-3.07422, -3.53664, 1.85624], [-2.60324, -3.48599, 3.16280], [-1.61437, -2.58003, 3.51435], [-1.07201, -1.71642, 2.56520], [0.24455, -0.48990, 2.94049], [-0.73694, 0.93445, 3.54062], [-2.12521, 0.98799, 3.53826], [-2.78637, 2.14359, 3.93788], [-2.06831, 3.25338, 4.35181], [-0.67805, 3.21262, 4.35199], [-0.02235, 2.06778, 3.93598], [0.89733, -1.17401, 4.51549], [1.84720, -2.18916, 4.39188], [2.41377, -2.77256, 5.51442], [2.04895, -2.33725, 6.78148], [1.10986, -1.32504, 6.91699], [0.53425, -0.75062, 5.79143], [-0.14775, -4.16823, -2.13902], [-0.79385, -4.71680, -4.45732], [-1.40265, -2.89197, -6.03497], [-1.29430, -0.55880, -5.27430], [-0.89250, 1.70967, -5.67603], [0.69749, 2.39355, -7.41578], [3.13047, 2.40284, -6.94891], [3.94805, 1.72369, -4.69981], [2.37398, 1.05126, -2.97431], [-3.24801, -0.21862, -3.25247], [-5.33986, 0.98566, -3.75996], [-5.32548, 3.44658, -4.02283], [-3.19603, 4.69166, -3.76380], [-1.11289, 3.48074, -3.27202], [-2.89556, -2.69097, -0.12568], [-3.85068, -4.24174, 1.58588], [-3.01056, -4.15290, 3.91267], [-1.25718, -2.54836, 4.53644], [-2.69957, 0.12896, 3.21471], [-3.86857, 2.17324, 3.91836], [-2.58611, 4.15335, 4.65889], [-0.10734, 4.08139, 4.65478], [1.06235, 2.05057, 3.90531], [2.13436, -2.53271, 3.40232], [3.14497, -3.56262, 5.39896], [2.49652, -2.78509, 7.66011], [0.81842, -0.98385, 7.90281], [-0.20280, 0.03452, 5.90710], [1.16601, -2.76794, -0.13629], [0.00170, -1.86584, -0.96403], [4.60446, 1.31255, -1.85253], [4.43592, 1.03305, -0.61268], [3.69285, -0.03681, -0.23122], [3.51381, -0.34179, 1.10307], [4.08423, 0.45031, 2.08594], [4.83512, 1.54256, 1.68121], [5.00277, 1.81240, 0.34131], [3.26924, -0.62810, -1.03065], [2.88211, -1.19537, 1.31518], [3.93253, 0.23031, 3.13407], [5.30255, 2.20311, 2.39927], [5.56776, 2.63978, -0.05794]]
}